No. 1
{
  "formula": "C4H4N2O2",
  "method": "ωB97M-V with the def2-TZVPD basis set",
  "elements": ["C", "C", "C", "C", "H", "H", "H", "H", "N", "N", "O", "O"],
  "positions_angstrom": [[1.236673, -0.250474, 1.856516], [0.528076, -0.895477, 0.803807], [-0.084384, -0.173162, -0.206205], [-0.913726, 1.441436, -1.127579], [0.854591, -0.865887, 3.091689], [0.246702, -1.874572, 0.780570], [-0.428506, -1.736256, -1.883300], [-1.302093, 2.386193, -1.458909], [-0.698997, -0.669117, -1.319703], [-1.266661, 0.446794, -1.895916], [1.756432, 0.938177, 1.614479], [0.071892, 1.252346, -0.255448]],
  "atomic_forces_ev_per_a": [[0.011, 4.378, 1.209], [-0.664, 2.577, -1.402], [4.624, -1.233, 1.688], [-1.088, 0.027, -4.211], [1.961, 2.046, -3.245], [-0.451, -2.676, 0.503], [-1.212, 4.931, 2.332], [0.375, 0.581, 0.613], [1.255, -2.454, -0.528], [-0.777, 0.932, 0.316], [-1.951, -6.062, 2.511], [-2.084, -3.047, 0.214]],
  "nbo_charge": [0.386, -0.498, 0.511, 0.287, 0.108, 0.217, 0.468, 0.212, -0.461, -0.280, -0.571, -0.379],
  "lumo_energy_ev": -0.18,
  "e_homo_ev": -8.449,
  "total_charge": 0
}

No. 2
{
  "formula": "C32H44N4O2SSi2W",
  "method": "ωB97M-V with the def2-TZVPD basis set",
  "elements": ["W", "C", "Si", "C", "C", "C", "C", "C", "C", "C", "C", "N", "Si", "C", "C", "C", "H", "H", "H", "H", "H", "H", "H", "H", "H", "H", "H", "H", "H", "H", "H", "H", "H", "H", "H", "H", "H", "H", "N", "C", "C", "C", "C", "C", "C", "H", "H", "H", "H", "H", "C", "C", "C", "C", "C", "C", "C", "C", "C", "C", "O", "O", "H", "H", "H", "H", "H", "H", "H", "H", "H", "H", "H", "C", "N", "C", "C", "N", "C", "S", "H", "H", "H", "H", "H", "H"],
  "positions_angstrom": [[-0.073035, 0.078250, 0.523234], [0.076708, -2.861007, 2.969488], [-0.093023, -3.260517, 1.149371], [1.603160, -3.511828, 0.383617], [-0.958314, -4.932123, 1.005886], [-1.007137, -1.910016, 0.205152], [-0.595594, -1.914925, -1.225574], [-0.776233, -2.853624, -2.241765], [-0.147363, -2.645997, -3.455517], [0.643757, -1.516409, -3.651306], [0.755837, -0.604833, -2.622935], [0.127298, -0.798272, -1.460297], [-2.872817, -1.910741, 0.444772], [-3.631582, -0.279992, -0.107135], [-3.712123, -3.227222, -0.612104], [-3.372524, -2.208102, 2.226922], [0.567794, -3.691233, 3.484686], [-0.891113, -2.693021, 3.445147], [0.681217, -1.963252, 3.102894], [2.178512, -4.218747, 0.987352], [2.168148, -2.580693, 0.326495], [1.527415, -3.927868, -0.624368], [-0.356746, -5.695330, 1.507470], [-1.069817, -5.240709, -0.036931], [-1.948834, -4.939294, 1.464593], [-1.366046, -3.740051, -2.056177], [-0.252045, -3.375472, -4.249207], [1.164531, -1.346160, -4.582792], [1.356720, 0.289278, -2.708000], [-3.318824, 0.007652, -1.114663], [-3.380391, 0.543136, 0.564221], [-4.720093, -0.387664, -0.117816], [-3.598041, -3.023561, -1.679036], [-4.783910, -3.231869, -0.396096], [-3.329448, -4.229945, -0.410903], [-2.921778, -1.470498, 2.891408], [-3.107617, -3.204959, 2.582703], [-4.459523, -2.108667, 2.298980], [1.557594, -0.186226, 1.096011], [2.904319, -0.166728, 1.389387], [3.347166, -0.299522, 2.707001], [4.703590, -0.283938, 2.987974], [5.634846, -0.143057, 1.967040], [5.197059, -0.011306, 0.655831], [3.842805, -0.020578, 0.363588], [2.612984, -0.407574, 3.495286], [5.037150, -0.385607, 4.013146], [6.693273, -0.136298, 2.191604], [5.916157, 0.098272, -0.146451], [3.486278, 0.083722, -0.655283], [3.179466, 2.336067, -5.163734], [2.126291, 2.425025, -4.092112], [2.474480, 2.656069, -2.766365], [1.510691, 2.773750, -1.767622], [1.910091, 3.090092, -0.350508], [0.170847, 2.624957, -2.117389], [-0.211452, 2.394528, -3.440449], [-1.661316, 2.213731, -3.797986], [0.776832, 2.306308, -4.411943], [-0.895790, 2.742854, -1.068009], [-1.563669, 3.763674, -0.972395], [-1.087866, 1.745780, -0.253915], [4.158842, 2.120471, -4.737818], [3.254676, 3.278282, -5.710579], [2.941981, 1.556489, -5.888467], [3.520818, 2.765121, -2.500063], [2.943567, 3.431695, -0.309043], [1.830723, 2.216563, 0.301825], [1.274155, 3.873974, 0.065275], [-2.098757, 1.383732, -3.236346], [-1.774727, 2.000999, -4.859775], [-2.236454, 3.107192, -3.552884], [0.487243, 2.124682, -5.441955], [-1.978223, 2.043993, 5.312689], [-2.127833, 2.743081, 4.050579], [-2.672150, 4.004783, 3.875448], [-2.627119, 4.272181, 2.555405], [-2.059148, 3.176858, 1.944631], [-1.753401, 2.239174, 2.852908], [-1.122339, 0.645618, 2.678631], [-2.347216, 2.687716, 6.106691], [-0.930256, 1.806353, 5.486369], [-2.546137, 1.115311, 5.295882], [-3.032301, 4.586334, 4.704170], [-2.939888, 5.132360, 1.993067], [-1.935008, 3.059323, 0.938886]],
  "atomic_forces_ev_per_a": [[-0.053, 0.067, 0.134], [-0.010, 0.000, -0.005], [0.037, 0.009, -0.032], [0.007, 0.009, 0.009], [-0.005, -0.004, 0.005], [-0.077, 0.058, -0.012], [0.015, 0.029, 0.028], [-0.020, 0.003, -0.006], [0.013, 0.017, 0.000], [-0.013, -0.033, -0.007], [-0.047, 0.000, 0.004], [0.077, -0.063, -0.054], [0.006, -0.030, 0.008], [-0.001, 0.001, 0.018], [0.017, -0.024, 0.005], [-0.013, 0.006, -0.015], [-0.004, -0.003, -0.002], [0.018, 0.009, -0.002], [0.002, 0.005, 0.014], [0.002, -0.002, -0.003], [0.000, -0.016, 0.004], [-0.011, -0.002, -0.002], [0.001, 0.000, 0.002], [0.004, 0.005, 0.001], [-0.004, 0.001, 0.004], [0.005, 0.000, -0.005], [-0.003, 0.000, 0.001], [-0.002, 0.001, 0.000], [-0.007, 0.018, -0.002], [0.011, -0.018, -0.001], [0.001, 0.001, -0.006], [0.001, 0.018, -0.004], [-0.008, 0.005, 0.001], [-0.002, 0.006, 0.007], [-0.006, 0.014, -0.014], [-0.009, -0.008, 0.002], [0.007, -0.013, -0.014], [0.000, -0.007, 0.008], [-0.024, 0.023, -0.122], [-0.013, 0.034, 0.046], [0.005, 0.006, -0.003], [0.005, -0.007, -0.001], [0.002, 0.006, 0.005], [-0.005, -0.007, -0.004], [-0.008, 0.003, 0.002], [0.002, -0.004, -0.002], [0.000, -0.002, 0.000], [0.000, 0.001, 0.001], [0.002, 0.001, -0.002], [0.013, -0.008, 0.019], [-0.008, 0.006, 0.001], [-0.010, 0.014, 0.019], [-0.014, 0.028, -0.011], [0.018, 0.037, 0.011], [0.019, 0.001, 0.008], [0.001, -0.078, -0.031], [0.033, -0.012, -0.003], [-0.003, 0.011, 0.021], [0.032, -0.042, 0.020], [-0.070, 0.141, -0.021], [-0.019, -0.043, 0.033], [0.067, -0.124, 0.089], [0.002, -0.001, 0.000], [0.004, 0.000, -0.002], [0.000, 0.000, -0.001], [0.001, 0.001, -0.006], [0.001, 0.002, 0.006], [-0.003, -0.015, -0.020], [-0.001, 0.005, 0.001], [0.001, 0.002, 0.001], [-0.010, 0.004, -0.005], [-0.003, -0.003, -0.004], [0.002, -0.003, -0.001], [0.007, -0.004, 0.006], [0.007, 0.019, -0.027], [-0.003, -0.005, 0.003], [0.000, 0.007, -0.002], [-0.029, 0.008, -0.075], [0.074, 0.023, 0.115], [-0.065, -0.059, -0.097], [0.002, 0.000, 0.001], [-0.002, -0.001, -0.003], [-0.003, 0.002, 0.001], [-0.001, 0.001, -0.002], [-0.001, 0.002, 0.004], [0.063, -0.027, -0.041]],
  "lowdin_charge": [1.205, -0.174, 0.439, -0.157, -0.179, -0.483, -0.390, -0.025, -0.045, -0.045, -0.088, -0.022, 0.425, -0.177, -0.174, -0.183, 0.036, 0.016, -0.004, 0.037, 0.009, 0.031, 0.032, 0.023, 0.017, 0.105, 0.111, 0.105, 0.091, 0.025, 0.003, 0.036, 0.026, 0.034, 0.017, -0.017, 0.022, 0.036, -0.208, -0.378, -0.034, -0.092, -0.106, -0.092, -0.047, 0.104, 0.100, 0.096, 0.100, 0.104, -0.048, -0.276, -0.016, -0.210, -0.018, -0.092, -0.215, -0.017, -0.018, -0.578, 0.074, -0.248, 0.075, 0.084, 0.076, 0.118, 0.085, 0.048, 0.091, 0.082, 0.078, 0.088, 0.120, -0.038, -0.131, -0.048, -0.052, 0.103, -0.653, 0.661, 0.090, 0.089, 0.088, 0.119, 0.123, 0.101],
  "lumo_energy_ev": [0.45, 0.45],
  "e_homo_ev": [-6.147, -6.147],
  "total_charge": 0
}

In the order shown, the computed relative energy (zero: lowest compared OMol25 entry of this formula, charge and spin) values come out to 6.0122; 0.0000 eV.
In the order shown, the computed calculated total energy values come out to -414.6252; -2659.7239 Ha.